# 1
9
Properties=species:S:1:pos:R:3:forces:R:3 method="wB97M-V/def2-TZVPD" lumo_ha=0.1629 total_charge=-1 max_force_ha_per_bohr=0.052 de_lowest_kj_mol=54.3 mol_weight_g_mol=48.07
O 2.560284 -0.852426 -0.327362 -0.5 0.2 -0.2
N -0.142404 0.840703 -0.067285 -1.9 -1.2 -1.5
C -1.128799 -0.203086 0.310757 1.7 1.1 -0.9
H -1.779834 0.181156 1.092033 -0.1 -0.3 0.2
H -0.473276 -1.025869 0.591546 -0.7 -0.6 0.4
H 0.730756 0.438154 -0.359720 0.8 0.1 0.7
H -1.706144 -0.438654 -0.588990 -0.3 -0.3 0.3
H -0.161305 1.638280 0.485136 0.6 1.2 1.0
H 2.100721 -0.578257 -1.136114 0.3 -0.2 0.0

# 2
9
Properties=species:S:1:pos:R:3:forces:R:3 method="wB97M-V/def2-TZVPD" lumo_ha=0.1847 total_charge=-1 max_force_ha_per_bohr=0.048 de_lowest_kj_mol=76.2 mol_weight_g_mol=48.07
O -1.695002 -0.071407 0.859211 -0.1 0.9 -0.9
N 0.735189 -0.262937 0.229586 -0.2 1.9 -0.4
C 1.011785 0.409666 -1.051100 0.6 -2.2 0.5
H 1.666581 1.261168 -0.954475 0.6 0.6 0.0
H 1.011805 -1.230648 0.179096 -0.2 -0.2 -0.3
H -1.344404 -0.605774 1.570657 0.2 -0.1 0.1
H -0.675054 0.112436 0.335128 -0.4 -1.7 1.7
H 0.123565 0.771804 -1.574896 -0.4 0.0 -0.2
H 1.505906 -0.364168 -1.682625 -0.1 0.8 -0.4

# 3
9
Properties=species:S:1:pos:R:3:forces:R:3 method="wB97M-V/def2-TZVPD" lumo_ha=-0.2041 total_charge=+1 max_force_ha_per_bohr=0.026 de_lowest_kj_mol=38.6 mol_weight_g_mol=48.07
O 1.771153 -0.175640 0.727813 -0.4 -0.6 0.4
N -0.497565 0.629426 -0.581304 0.8 0.1 1.1
C -1.485170 -0.143657 -0.420956 -0.3 -1.0 -0.4
H 1.420553 -0.900278 1.272991 0.3 0.3 -0.1
H -2.418308 -0.092007 -0.957753 -0.3 1.0 0.1
H -1.412864 -1.038150 0.191784 0.6 0.0 -0.1
H 2.728200 -0.238952 0.837259 0.0 0.2 -0.2
H -0.539684 1.590445 -0.899961 -0.4 -0.1 -0.9
H 0.433687 0.368815 -0.169871 -0.2 0.2 0.2